Entry 1:
Density functional theory data (ωB97M-V/def2-TZVPD) for a molecular structure, C10H8Cl3CoF5N6O8SSiTe.

Element x y z (Å)
F: -2.43471 -3.39810 -1.15441
N: -1.87505 1.04627 0.55449
O: 1.14481 4.82472 -1.22109
O: 3.23646 5.28993 -1.42859
Te: -1.72670 -1.95146 -2.25562
N: 5.43495 3.67396 2.66092
S: -4.32151 2.39678 0.82020
O: 0.49173 0.45137 1.84602
C: 4.87449 0.94828 -1.24612
C: 3.42874 2.30131 2.41177
O: 5.81142 2.92582 3.55140
H: 3.75364 1.70092 3.24724
C: 4.19283 3.37236 1.99052
N: 1.66664 -0.01173 -0.66697
N: 4.11692 0.04798 -0.39206
H: 4.10928 -1.14000 1.32431
F: -3.06054 -1.09544 -1.25896
N: 1.59263 0.78645 2.27243
C: 2.80847 -0.00773 -0.50949
Cl: -0.61124 -4.47980 1.59916
H: 5.52608 0.38569 -1.91953
H: 5.53003 -0.09505 1.12964
Si: 0.22016 -3.22796 0.19026
C: 3.78867 4.14595 0.90295
N: 2.29721 4.71694 -0.88236
H: 4.18880 1.55024 -1.83742
O: 6.05807 4.66361 2.30299
C: 2.25361 1.99084 1.77271
C: 1.71661 2.75834 0.63781
H: 4.39450 4.97305 0.56586
C: -2.88883 1.61061 0.62687
Co: -0.18979 0.42494 -0.08722
H: 5.48538 1.61285 -0.63057
C: 2.62019 3.86118 0.26863
F: -0.80436 0.22458 -1.87241
Cl: 0.42194 -4.33203 -1.56986
Cl: 2.22527 -3.07863 0.82470
H: 5.35934 -1.57128 0.14398
C: 4.82110 -0.74101 0.60691
F: -2.62425 -0.93860 -3.62871
O: 2.16458 0.14028 3.13218
O: -0.47074 -1.85472 -0.02730
O: 0.68930 2.50264 0.02191
F: -2.29940 -3.31411 -3.55222

Cartesian forces (eV/Å) of the 3 atoms listed first:
0.2 -0.1 0.1
0.0 0.0 -0.3
0.0 0.1 0.0

Computed properties:
* charge: -2
* E: -150611.163 eV
* E_HOMO (alpha / beta): -0.0966 / -0.0955 Ha
* frontier orbital gap (alpha / beta): 0.20423 / 0.20314 Ha
* spin multiplicity: 2
* <S²>: 0.808

Löwdin atomic charge list, values in e, 8 entries: atom 1 (F): -0.550, atom 2 (N): 0.020, atom 3 (O): 0.121, atom 4 (O): 0.025, atom 5 (Te): 1.912, atom 6 (N): -0.372, atom 7 (S): 0.366, atom 8 (O): 0.024

Entry 2:
Density functional theory data (ωB97M-V/def2-TZVPD) for a molecular structure, C19H21N3O4.

Element x y z (Å)
H: 1.82967 -1.91222 2.55762
H: -0.60517 1.53610 1.87185
H: -0.22716 -2.19965 -3.44801
C: -1.84054 -0.78303 -3.71886
H: -2.94299 0.64779 1.71262
O: 4.12443 -0.68799 1.80244
H: -0.81999 1.75504 0.14167
C: 0.43584 -0.19074 -3.10756
H: 2.29625 0.21236 -2.81151
H: 3.33730 -1.78970 3.31735
C: 1.11907 1.03690 0.69919
O: -3.47039 -3.71300 0.54140
H: 2.41813 3.53298 3.77245
N: 1.71237 0.12341 1.68132
C: -0.40476 1.08682 0.89813
C: 1.67970 2.47823 0.66604
C: 2.56668 -1.15097 2.85166
C: -0.52166 -1.15550 -3.42444
C: -0.63032 -1.38835 0.23251
C: -2.19245 0.57352 -3.68307
C: -1.39442 -2.56816 0.14812
C: -3.27397 -1.42126 1.19921
O: 1.63767 3.08561 -0.39687
C: -2.50616 -0.24506 1.28684
C: -2.81076 -1.77527 -4.06817
C: 0.07895 1.15889 -3.07759
C: -2.71946 -2.58553 0.63213
H: 0.81215 1.91953 -2.82379
H: 2.57148 4.01725 1.51716
H: -4.29254 -1.44363 1.55697
N: -3.59504 -2.58577 -4.36331
H: -3.21213 0.87505 -3.90742
O: 1.71732 -0.56835 -2.82891
H: 1.30533 0.62643 -0.29318
C: -1.23539 1.54316 -3.36316
H: 1.39471 2.13373 3.41820
C: -1.17997 -0.22170 0.81053
H: 1.08972 -0.30244 2.34868
C: 2.30215 2.66281 3.12404
C: 3.00875 -0.21979 1.63425
H: 2.22605 -0.57886 3.72490
H: 0.37097 -1.38910 -0.17421
N: 2.21848 3.09549 1.72752
H: -1.51183 2.59385 -3.33468
H: 3.16832 2.01243 3.26504
H: -0.97240 -3.45479 -0.29964
H: -3.06199 -4.37651 -0.01548

Cartesian forces (eV/Å) of the 3 atoms listed first:
-0.4 0.3 0.1
-0.1 0.1 0.1
0.0 0.1 0.0

Computed properties:
* E: -32697.764 eV
* E_HOMO: -0.2813 Ha
* frontier orbital gap: 0.29195 Ha

Löwdin atomic charge list, values in e, 8 entries: atom 1 (H): 0.088, atom 2 (H): 0.120, atom 3 (H): 0.132, atom 4 (C): -0.230, atom 5 (H): 0.111, atom 6 (O): 0.019, atom 7 (H): 0.128, atom 8 (C): -0.320

Entry 3:
Density functional theory data (ωB97M-V/def2-TZVPD) for 4 unconnected molecules or ions with the total composition C2H14NO4.

Element x y z (Å)
H: -0.31463 -0.09724 2.96225
H: 0.61047 0.77840 -0.18759
H: -1.71269 0.48776 -2.32146
O: -0.55154 0.12797 2.04456
H: -1.89876 0.94289 -0.55659
H: -0.56032 -0.96347 0.10263
H: -0.74021 -1.50890 -1.45149
C: -1.22713 0.92125 -1.43004
H: 0.73730 0.44818 -1.98922
O: -0.78805 2.20783 -1.77493
H: 0.61111 1.44596 5.40800
H: 1.45333 -2.87814 -2.89500
H: 2.44103 -1.80273 -2.91253
H: -1.21164 0.81957 2.09739
O: 0.72801 0.50758 5.01997
N: -0.14611 -1.21697 -0.79795
C: 0.14536 0.30561 -1.05722
O: 1.46179 -2.00359 -2.64735
H: 0.80420 -1.75195 -0.89319
H: 1.63689 0.37197 5.10791
H: -1.47841 2.85803 -1.82815

Cartesian forces (eV/Å) of the 3 atoms listed first:
0.0 0.2 -0.3
-0.3 -0.4 -0.2
0.2 -0.5 0.6

Computed properties:
* E: -11976.534 eV
* E_HOMO (alpha / beta): -0.0957 / -0.4097 Ha
* frontier orbital gap (alpha / beta): 0.10425 / 0.41572 Ha
* spin multiplicity: 2
* <S²>: 0.751

Löwdin atomic charge list, values in e, 8 entries: atom 1 (H): 0.031, atom 2 (H): 0.109, atom 3 (H): 0.116, atom 4 (O): -0.072, atom 5 (H): 0.110, atom 6 (H): 0.091, atom 7 (H): 0.000, atom 8 (C): -0.285

The records above give, respectively, relative energy (zero: lowest compared OMol25 entry of this formula, charge and spin) values of 0.00; 847.69; 172.77 kJ/mol.